Entry 1:
The following is a quantum chemistry calculation of a cluster of 11 separate species, C44H121N11O11 in total at a distorted geometry, from the Open Molecules 2025 dataset.

Summary:
HOMO energy = -8.468 eV
spin multiplicity = 1
structure (SMILES) = COC[C@H](C)N.COC[C@H](C)N.COC[C@H](C)N.COC[C@H](C)N.COC[C@H](C)N.COC[C@H](C)N.COC[C@H](C)N.COC[C@H](C)N.COC[C@H](C)N.COC[C@H](C)N.COC[C@H](C)N
net charge = 0
lowest unoccupied orbital energy = 0.0168 Ha
ΔE to the lowest compared entry with this formula, charge and spin = 130.4 kcal per mole
E = -3178.58041 Ha
HOMO-LUMO gap = 0.32797 Ha

CARTESIAN COORDINATES (ANGSTROEM)
C (9.09, -28.98, 23.82)
C (9.92, -27.91, 22.97)
C (11.45, -28.11, 23.13)
O (12.10, -27.08, 22.42)
C (13.48, -27.55, 22.12)
N (9.47, -28.07, 21.61)
H (8.06, -28.63, 23.89)
H (9.36, -28.97, 24.87)
H (9.02, -29.99, 23.42)
H (9.57, -26.94, 23.31)
H (11.67, -29.09, 22.69)
H (11.71, -28.27, 24.18)
H (13.99, -27.16, 23.00)
H (13.82, -27.00, 21.24)
H (13.56, -28.64, 22.02)
H (8.50, -27.77, 21.59)
H (10.07, -27.48, 21.04)
C (15.94, -22.34, 25.23)
C (15.21, -23.65, 25.33)
C (15.55, -24.45, 26.65)
O (16.90, -24.79, 26.69)
C (17.15, -25.52, 27.89)
N (13.79, -23.48, 25.25)
H (15.51, -21.79, 24.39)
H (17.00, -22.59, 25.16)
H (15.80, -21.66, 26.07)
H (15.63, -24.22, 24.49)
H (14.92, -25.33, 26.82)
H (15.19, -23.85, 27.49)
H (18.15, -25.89, 28.10)
H (16.54, -26.33, 28.30)
H (17.20, -24.77, 28.67)
H (13.59, -22.71, 25.87)
H (13.91, -22.93, 24.40)
C (14.78, -20.31, 19.71)
C (16.16, -20.19, 20.34)
C (16.57, -18.78, 20.59)
O (17.76, -18.61, 21.32)
C (18.97, -19.11, 20.71)
N (16.26, -20.99, 21.54)
H (14.53, -21.35, 19.54)
H (14.87, -19.97, 18.68)
H (13.99, -19.69, 20.15)
H (16.92, -20.50, 19.62)
H (15.85, -18.30, 21.25)
H (16.51, -18.16, 19.70)
H (19.89, -18.72, 21.15)
H (18.93, -19.07, 19.62)
H (19.14, -20.18, 20.83)
H (15.37, -21.01, 22.01)
H (16.88, -20.58, 22.23)
C (9.49, -22.94, 24.48)
C (9.18, -22.84, 25.98)
C (8.15, -23.93, 26.40)
O (8.19, -23.94, 27.88)
C (7.24, -24.88, 28.42)
N (10.43, -23.12, 26.70)
H (9.77, -23.93, 24.14)
H (10.34, -22.31, 24.23)
H (8.59, -22.68, 23.91)
H (8.88, -21.80, 26.12)
H (8.54, -24.89, 26.06)
H (7.13, -23.61, 26.17)
H (7.30, -24.66, 29.49)
H (7.40, -25.93, 28.18)
H (6.23, -24.70, 28.03)
H (10.17, -23.45, 27.62)
H (10.77, -23.95, 26.25)
C (10.67, -26.95, 27.41)
C (11.97, -26.41, 26.80)
C (12.99, -27.44, 26.36)
O (14.07, -27.53, 27.29)
C (15.15, -28.39, 26.78)
N (11.63, -25.40, 25.78)
H (10.21, -27.72, 26.79)
H (9.85, -26.29, 27.67)
H (10.89, -27.44, 28.36)
H (12.39, -25.76, 27.57)
H (13.38, -27.13, 25.39)
H (12.68, -28.47, 26.18)
H (15.44, -29.10, 27.55)
H (16.07, -27.91, 26.45)
H (14.87, -29.05, 25.96)
H (12.44, -24.83, 25.58)
H (11.49, -25.78, 24.86)
C (12.46, -27.74, 17.94)
C (13.79, -26.98, 18.16)
C (15.03, -27.89, 18.41)
O (14.64, -28.81, 19.42)
C (15.66, -29.81, 19.69)
N (13.92, -26.00, 17.09)
H (11.76, -26.97, 17.62)
H (12.14, -28.17, 18.89)
H (12.45, -28.51, 17.17)
H (13.79, -26.48, 19.12)
H (15.79, -27.24, 18.83)
H (15.39, -28.44, 17.54)
H (15.75, -29.89, 20.78)
H (16.66, -29.62, 19.30)
H (15.34, -30.74, 19.24)
H (14.71, -25.41, 17.30)
H (14.14, -26.50, 16.24)
C (17.84, -22.85, 15.94)
C (18.77, -23.68, 16.87)
C (18.01, -25.09, 17.16)
O (16.71, -25.01, 17.75)
C (16.70, -24.23, 18.99)
N (20.02, -23.98, 16.22)
H (16.81, -23.07, 16.21)
H (18.17, -22.94, 14.91)
H (18.04, -21.85, 16.32)
H (18.92, -23.25, 17.86)
H (18.64, -25.83, 17.65)
H (17.95, -25.64, 16.22)
H (17.51, -24.42, 19.68)
H (15.81, -24.41, 19.60)
H (16.71, -23.18, 18.70)
H (20.58, -24.61, 16.77)
H (20.44, -23.07, 16.11)
C (10.44, -19.93, 28.37)
C (11.70, -19.53, 27.54)
C (12.65, -18.54, 28.37)
O (11.89, -17.35, 28.64)
C (12.54, -16.51, 29.64)
N (12.37, -20.82, 27.42)
H (9.74, -20.44, 27.71)
H (9.85, -19.12, 28.79)
H (10.73, -20.51, 29.25)
H (11.41, -19.10, 26.58)
H (13.59, -18.33, 27.85)
H (12.86, -19.15, 29.25)
H (13.63, -16.48, 29.55)
H (12.37, -16.92, 30.63)
H (12.18, -15.49, 29.51)
H (12.42, -21.30, 28.31)
H (11.66, -21.37, 26.94)
C (16.66, -13.31, 19.99)
C (16.23, -14.53, 20.81)
C (14.72, -14.79, 20.78)
O (14.38, -15.62, 21.89)
C (13.14, -16.28, 21.69)
N (16.94, -15.62, 20.18)
H (16.46, -13.40, 18.92)
H (17.69, -13.17, 20.32)
H (16.07, -12.52, 20.45)
H (16.62, -14.52, 21.82)
H (14.44, -15.18, 19.80)
H (14.25, -13.82, 20.92)
H (12.83, -16.74, 22.63)
H (13.24, -17.09, 20.97)
H (12.34, -15.61, 21.37)
H (17.90, -15.33, 20.16)
H (16.82, -16.54, 20.58)
C (13.59, -23.54, 21.30)
C (12.35, -23.10, 22.11)
C (12.21, -21.54, 22.25)
O (13.19, -21.19, 23.18)
C (13.12, -19.85, 23.53)
N (11.14, -23.73, 21.45)
H (13.52, -23.25, 20.25)
H (13.53, -24.62, 21.45)
H (14.53, -23.19, 21.71)
H (12.36, -23.49, 23.12)
H (11.26, -21.20, 22.67)
H (12.23, -21.07, 21.27)
H (13.56, -19.25, 22.73)
H (13.64, -19.84, 24.48)
H (12.15, -19.40, 23.72)
H (10.26, -23.62, 21.93)
H (11.38, -24.69, 21.29)
C (17.89, -18.09, 25.06)
C (16.58, -18.83, 24.97)
C (15.82, -18.82, 26.28)
O (16.57, -19.57, 27.25)
C (15.88, -19.86, 28.53)
N (15.82, -18.38, 23.81)
H (18.27, -18.06, 24.03)
H (18.48, -18.73, 25.72)
H (17.87, -17.06, 25.40)
H (16.86, -19.86, 24.78)
H (14.83, -19.26, 26.20)
H (15.62, -17.82, 26.65)
H (15.77, -18.94, 29.10)
H (16.45, -20.66, 29.00)
H (14.89, -20.24, 28.26)
H (15.78, -17.37, 23.73)
H (16.38, -18.64, 23.01)

---

Entry 2:
The following is a quantum chemistry calculation of a cluster of 11 separate species, C44H121N11O11 in total at a distorted geometry, from the Open Molecules 2025 dataset.

Summary:
HOMO energy = -7.834 eV
spin multiplicity = 1
structure (SMILES) = COC[C@H](C)N.COC[C@H](C)N.COC[C@H](C)N.COC[C@H](C)N.COC[C@H](C)N.COC[C@H](C)N.COC[C@H](C)N.COC[C@H](C)N.COC[C@H](C)N.COC[C@H](C)N.COC[C@H](C)N
net charge = 0
lowest unoccupied orbital energy = 0.0116 Ha
ΔE to the lowest compared entry with this formula, charge and spin = 179.8 kcal per mole
E = -3178.50177 Ha
HOMO-LUMO gap = 0.29946 Ha

CARTESIAN COORDINATES (ANGSTROEM)
C (1.65, 1.88, -6.59)
C (1.39, 0.88, -5.38)
C (1.80, -0.54, -5.80)
O (3.20, -0.81, -5.57)
C (3.53, -2.18, -5.74)
N (2.01, 1.22, -4.04)
H (2.73, 2.01, -6.69)
H (1.26, 2.89, -6.48)
H (1.26, 1.53, -7.55)
H (0.34, 0.88, -5.08)
H (1.48, -0.85, -6.79)
H (1.17, -1.21, -5.21)
H (3.08, -2.87, -5.02)
H (4.61, -2.24, -5.76)
H (3.29, -2.41, -6.78)
H (2.97, 0.90, -4.04)
H (1.46, 0.67, -3.39)
C (-0.59, 1.31, -0.71)
C (0.34, 0.12, -0.53)
C (-0.33, -0.96, 0.31)
O (0.51, -2.12, 0.45)
C (-0.19, -3.07, 1.26)
N (0.49, -0.32, -1.93)
H (-1.49, 0.97, -1.22)
H (-0.07, 2.10, -1.25)
H (-0.94, 1.81, 0.19)
H (1.30, 0.50, -0.18)
H (-1.25, -1.31, -0.16)
H (-0.57, -0.53, 1.28)
H (-0.94, -3.49, 0.58)
H (-0.65, -2.60, 2.12)
H (0.44, -3.89, 1.60)
H (-0.51, -0.26, -2.09)
H (0.75, -1.29, -1.92)
C (-0.21, -9.82, 4.90)
C (1.16, -9.03, 5.00)
C (1.33, -7.81, 4.09)
O (1.24, -8.34, 2.81)
C (0.90, -7.35, 1.81)
N (1.39, -8.59, 6.43)
H (-0.30, -10.24, 3.89)
H (-1.18, -9.40, 5.15)
H (-0.11, -10.59, 5.67)
H (2.00, -9.71, 4.89)
H (2.33, -7.42, 4.25)
H (0.62, -7.05, 4.44)
H (0.71, -7.91, 0.90)
H (1.73, -6.68, 1.58)
H (0.01, -6.73, 1.94)
H (0.70, -7.93, 6.76)
H (2.32, -8.25, 6.59)
C (-2.80, -3.17, 4.92)
C (-2.18, -4.62, 4.95)
C (-2.81, -5.58, 3.93)
O (-2.37, -6.93, 4.16)
C (-2.85, -7.92, 3.29)
N (-0.79, -4.36, 4.50)
H (-2.75, -2.65, 3.97)
H (-2.44, -2.61, 5.78)
H (-3.85, -3.35, 5.16)
H (-2.31, -4.99, 5.97)
H (-2.69, -5.25, 2.89)
H (-3.89, -5.54, 4.08)
H (-2.73, -8.84, 3.87)
H (-2.23, -7.93, 2.39)
H (-3.88, -7.95, 2.93)
H (-0.37, -5.25, 4.28)
H (-0.30, -4.23, 5.37)
C (5.00, 5.65, -5.10)
C (4.32, 4.27, -5.41)
C (5.27, 3.05, -5.64)
O (5.89, 3.01, -6.90)
C (6.32, 1.70, -7.31)
N (3.39, 4.02, -4.30)
H (5.67, 5.88, -5.93)
H (5.64, 5.56, -4.23)
H (4.33, 6.51, -5.00)
H (3.65, 4.44, -6.25)
H (4.65, 2.16, -5.76)
H (5.97, 2.96, -4.81)
H (7.24, 1.38, -6.83)
H (6.61, 1.93, -8.34)
H (5.52, 0.96, -7.32)
H (2.55, 4.58, -4.21)
H (2.92, 3.13, -4.32)
C (1.61, -1.29, 6.01)
C (0.60, -1.99, 6.88)
C (1.06, -3.24, 7.67)
O (1.54, -4.32, 6.83)
C (1.98, -5.43, 7.63)
N (-0.09, -0.85, 7.67)
H (2.54, -1.29, 6.57)
H (1.37, -0.28, 5.66)
H (1.95, -1.96, 5.22)
H (-0.28, -2.32, 6.33)
H (0.37, -3.52, 8.46)
H (1.84, -2.89, 8.35)
H (1.16, -6.06, 7.98)
H (2.58, -5.14, 8.50)
H (2.74, -6.02, 7.11)
H (0.59, -0.11, 7.65)
H (-0.29, -1.07, 8.64)
C (-4.73, -1.43, -2.76)
C (-3.18, -1.75, -2.32)
C (-2.94, -3.31, -2.38)
O (-1.64, -3.68, -1.91)
C (-1.17, -4.96, -2.39)
N (-2.33, -0.96, -3.16)
H (-4.98, -1.81, -3.75)
H (-4.84, -0.35, -2.67)
H (-5.42, -1.90, -2.05)
H (-3.17, -1.47, -1.27)
H (-3.13, -3.56, -3.42)
H (-3.69, -3.77, -1.73)
H (-1.42, -5.13, -3.44)
H (-1.57, -5.93, -2.09)
H (-0.09, -4.90, -2.54)
H (-2.57, -1.11, -4.13)
H (-1.48, -1.50, -3.14)
C (-0.85, 5.43, -5.61)
C (-0.69, 5.33, -4.06)
C (-1.04, 3.97, -3.45)
O (-2.53, 3.79, -3.50)
C (-3.17, 2.67, -2.88)
N (0.60, 5.88, -3.79)
H (-0.67, 6.47, -5.86)
H (-1.87, 5.19, -5.91)
H (-0.25, 4.73, -6.20)
H (-1.46, 5.99, -3.68)
H (-0.72, 3.95, -2.41)
H (-0.54, 3.20, -4.05)
H (-2.86, 1.82, -3.48)
H (-4.24, 2.82, -3.02)
H (-2.96, 2.56, -1.82)
H (0.62, 6.08, -2.80)
H (0.67, 6.81, -4.18)
C (-0.92, 2.69, 4.79)
C (-1.33, 2.38, 3.30)
C (-2.74, 1.74, 3.19)
O (-2.89, 1.03, 1.98)
C (-4.15, 0.35, 1.94)
N (-1.20, 3.62, 2.62)
H (-0.07, 3.36, 4.83)
H (-0.78, 1.81, 5.41)
H (-1.69, 3.27, 5.30)
H (-0.73, 1.58, 2.86)
H (-3.49, 2.52, 3.35)
H (-2.97, 1.08, 4.03)
H (-4.33, -0.37, 2.74)
H (-4.18, -0.12, 0.96)
H (-5.04, 0.94, 1.71)
H (-0.33, 4.08, 2.85)
H (-1.04, 3.26, 1.69)
C (2.96, 5.29, -0.97)
C (3.72, 4.06, -0.63)
C (2.88, 2.69, -0.53)
O (1.97, 2.69, 0.66)
C (2.63, 3.10, 1.87)
N (4.68, 3.90, -1.73)
H (3.58, 6.18, -1.06)
H (2.46, 5.42, -0.01)
H (2.31, 5.17, -1.84)
H (4.35, 4.28, 0.23)
H (3.37, 1.73, -0.50)
H (2.29, 2.58, -1.44)
H (1.95, 2.84, 2.68)
H (2.89, 4.16, 1.76)
H (3.58, 2.61, 2.08)
H (4.91, 2.94, -1.52)
H (4.29, 4.06, -2.64)
C (-5.88, 6.42, -0.16)
C (-4.41, 6.64, -0.89)
C (-3.11, 6.50, -0.08)
O (-1.99, 6.63, -1.02)
C (-0.77, 6.54, -0.22)
N (-4.43, 5.76, -2.09)
H (-5.98, 7.14, 0.64)
H (-5.94, 5.42, 0.26)
H (-6.70, 6.49, -0.87)
H (-4.41, 7.68, -1.22)
H (-3.43, 5.47, 0.11)
H (-3.20, 7.19, 0.75)
H (0.19, 6.64, -0.72)
H (-0.73, 5.53, 0.17)
H (-0.77, 7.23, 0.63)
H (-3.48, 5.72, -2.42)
H (-4.69, 4.81, -1.87)